# 1
A structure of composition C37H37FN7O5PRe, computed with the ωB97M-V functional and the def2-TZVPD basis.

```
89
Properties=species:S:1:pos:R:3:lowdin_spin:R:1
Re -0.48875 0.27074 -0.02724 0.88
O -3.45735 1.92824 -3.63234 0.00
C -2.68485 1.74544 -2.58824 0.00
O -1.56175 1.28614 -2.63284 0.01
C -3.31795 2.12744 -1.29804 0.00
C -4.55655 2.75494 -1.20654 0.00
C -5.09125 2.99734 0.05386 0.00
C -4.38905 2.57574 1.17156 0.00
C -3.16475 1.94574 0.97716 0.00
N -2.63345 1.75234 -0.21764 0.02
C -2.40175 1.32804 2.13906 0.00
O -2.66275 1.58834 3.28626 0.00
O -1.49595 0.49744 1.74156 0.01
H -3.05285 1.64234 -4.46804 0.00
H -5.08135 3.03594 -2.10604 0.00
H -6.05005 3.48364 0.16216 0.00
H -4.75835 2.69624 2.17766 0.00
N 5.17195 3.13954 4.06856 0.00
C 4.26995 2.15294 4.10126 0.00
O 4.17045 1.31164 4.96166 0.00
C 3.29985 2.06884 2.94066 0.00
C 3.55855 1.16834 1.91076 0.00
C 2.54365 0.87184 1.02216 0.00
N 1.33645 1.43974 1.07366 0.00
C 1.10415 2.34134 2.02606 0.00
C 2.04605 2.67084 2.98886 0.00
H 5.82695 3.21644 4.83296 0.00
H 5.19025 3.84594 3.35396 0.00
H 4.50965 0.66324 1.83996 0.00
H 2.70605 0.12174 0.25806 0.00
H 0.12035 2.79194 2.04166 0.00
H 1.78935 3.35424 3.78406 0.00
C 4.02245 3.22064 -2.79524 0.00
C 3.23735 3.11334 -4.09754 0.00
C 2.07105 4.09934 -4.12094 0.00
C 2.81475 1.65484 -4.35344 0.00
N 2.16615 1.02504 -3.23254 0.00
C 1.06715 1.36424 -2.55194 0.00
N 0.87015 0.43864 -1.61484 0.00
N 1.88135 -0.43256 -1.75074 0.00
N 2.63795 -0.08946 -2.69454 0.00
H 4.46385 4.20764 -2.70674 0.00
H 4.82595 2.49004 -2.77104 0.00
H 3.37415 3.06494 -1.93264 0.00
H 3.90215 3.36684 -4.92734 0.00
H 1.47785 4.05114 -3.21054 0.00
H 1.42775 3.93494 -4.98194 0.00
H 2.45775 5.11184 -4.19004 0.00
H 3.69265 1.04074 -4.56784 0.00
H 2.14325 1.61024 -5.21304 0.00
H 0.45085 2.21634 -2.74204 0.00
C 0.61075 -0.97786 3.19946 0.00
P -0.15025 -1.59086 1.65646 -0.02
C 0.85295 -3.04996 1.25986 0.00
C 0.82325 -4.06066 2.22126 0.00
C 1.60305 -5.18856 2.05696 0.00
C 2.38755 -5.33166 0.92196 0.00
C 2.40425 -4.33426 -0.03904 0.00
C 1.64695 -3.18496 0.13056 0.00
C -1.75735 -2.31306 2.07456 0.00
C -2.27035 -3.27566 1.20526 0.00
C -3.47885 -3.88536 1.48026 0.00
C -4.17005 -3.56246 2.63936 0.00
C -3.66705 -2.60036 3.50166 0.00
C -2.47275 -1.95876 3.21636 0.00
H 0.26175 -1.59626 4.02576 0.00
H 0.34115 0.05404 3.40776 0.00
H 1.69115 -1.07996 3.11696 0.00
H 0.20005 -3.96216 3.09756 0.00
H 1.58825 -5.96016 2.80926 0.00
H 2.97755 -6.22446 0.78436 0.00
H 3.01445 -4.44496 -0.92284 0.00
H 1.67745 -2.39406 -0.60344 0.00
H -1.70325 -3.54496 0.32746 0.00
H -3.87465 -4.62146 0.79956 0.00
H -5.09435 -4.06396 2.88226 0.00
H -4.20645 -2.34316 4.40166 0.00
H -2.10335 -1.19766 3.88776 0.00
F -3.81935 -3.43896 -3.73314 0.01
C -3.07655 -2.73836 -2.87974 0.03
C -3.69065 -2.03926 -1.84994 0.00
C -2.90855 -1.30046 -0.98374 0.03
C -1.52345 -1.19576 -1.16414 -0.01
C -0.93735 -1.97036 -2.17034 0.03
C -1.69775 -2.73616 -3.03094 -0.01
H -4.76205 -2.08556 -1.73444 0.00
H -3.38985 -0.79626 -0.15574 0.00
H 0.13355 -1.97436 -2.31684 0.00
H -1.23915 -3.33436 -3.80134 0.00
```

Values from the calculation:
HOMO level (spin up / spin down): -13.496 / -13.486 eV
2S+1: 2
Net charge: +2
<S²>: 0.76
LUMO energy (spin up / spin down): -7.6 / -7.3 eV

=====

# 2
A structure of composition C37H37IrN4O3SSb, computed with the ωB97M-V functional and the def2-TZVPD basis.

```
84
Properties=species:S:1:pos:R:3:lowdin_spin:R:1
Ir -0.28417 -0.93338 0.14451 1.01
O 3.30443 -0.43941 4.34741 0.00
C 2.21585 -0.24498 5.11139 0.01
C 2.40293 0.24970 6.40335 0.00
C 1.32119 0.47268 7.23614 0.01
C 0.02946 0.20709 6.79531 0.00
C -0.15685 -0.28162 5.51268 0.01
C 0.91160 -0.51526 4.65144 0.00
C 0.59892 -1.01596 3.26461 0.05
O -0.59213 -1.21908 2.93954 0.09
N 1.68038 -1.12948 2.49109 0.01
N 1.44536 -1.42816 1.17295 0.29
C 2.50638 -1.75772 0.44320 0.12
C 2.39487 -1.85965 -0.95299 0.11
C 3.43238 -2.34646 -1.79343 0.05
C 3.20425 -2.50290 -3.13023 0.04
C 1.93972 -2.17813 -3.67020 0.12
C 0.98781 -1.66798 -2.81419 0.02
N 1.19938 -1.48400 -1.51268 0.26
H 2.94376 -0.79836 3.47105 0.00
H 3.41644 0.44840 6.72944 0.00
H 1.48795 0.85663 8.23600 0.00
H -0.81961 0.38056 7.44415 0.00
H -1.14595 -0.49851 5.12918 0.00
H 3.44782 -1.94594 0.94684 0.01
H 4.38664 -2.60574 -1.35106 0.00
H 3.98997 -2.88252 -3.77307 0.00
H 1.72094 -2.29353 -4.72209 0.01
H 0.00576 -1.37325 -3.17057 0.00
S -2.29053 -0.39380 -1.11006 0.05
Sb -1.78947 1.79973 -1.85208 0.00
C 1.75735 2.59402 1.06297 0.00
C 2.43102 2.41769 2.25719 0.00
C 2.92575 3.53845 2.90759 0.00
C 2.75081 4.80305 2.35961 0.00
C 2.07975 4.95155 1.15322 0.00
C 1.57591 3.83950 0.49216 0.00
C -3.58914 2.11836 -2.99232 0.00
C -4.70574 1.30161 -2.84399 0.00
C -5.86444 1.54723 -3.57223 0.00
C -5.91971 2.61232 -4.45940 0.00
C -4.81134 3.43441 -4.61602 0.00
C -3.65859 3.18865 -3.88300 0.00
C -0.57332 1.37287 -3.57579 0.00
C -1.08678 0.88692 -4.77600 0.00
C -0.24364 0.60418 -5.84225 0.00
C 1.12665 0.79795 -5.71848 0.00
C 1.65057 1.27270 -4.52574 0.00
C 0.80240 1.56190 -3.46419 0.00
H 2.55937 1.42050 2.66076 0.00
H 3.44784 3.41510 3.84768 0.00
H 3.13879 5.67373 2.87262 0.00
H 1.94345 5.93596 0.72383 0.00
H 1.03926 3.92541 -0.44444 0.00
H -4.66342 0.45995 -2.16162 0.00
H -6.72501 0.90069 -3.44786 0.00
H -6.82185 2.80149 -5.02843 0.00
H -4.84503 4.26601 -5.30985 0.00
H -2.79742 3.83582 -4.02021 0.00
H -2.15331 0.72045 -4.87879 0.00
H -0.65588 0.22422 -6.76973 0.00
H 1.78540 0.56630 -6.54671 0.00
H 2.72001 1.40209 -4.41327 0.00
H 1.22777 1.91163 -2.52839 0.00
C -2.45064 -3.74924 1.66521 0.04
C -1.18291 -3.98145 0.83011 0.14
C -0.00097 -4.31943 1.75334 0.05
C -1.39521 -5.09841 -0.20005 0.04
N -0.87511 -2.78377 0.13805 1.27
H -2.69244 -4.65142 2.23247 0.01
H -3.29291 -3.50270 1.01676 0.00
H -2.27867 -2.92189 2.35435 0.00
H -0.20134 -5.26834 2.25742 0.01
H 0.12460 -3.53241 2.49545 0.00
H 0.92128 -4.40789 1.17740 0.00
H -1.63515 -6.03238 0.31260 0.00
H -0.49171 -5.24305 -0.79374 0.00
H -2.21535 -4.84548 -0.87326 0.00
C -0.72424 1.63055 1.66602 0.02
C 0.13822 0.89642 0.69205 0.09
O 1.29937 1.46366 0.38001 0.03
H -0.84353 2.67657 1.36972 0.00
H -0.25700 1.61190 2.65605 0.00
H -1.68925 1.13709 1.73348 0.00
```

Values from the calculation:
HOMO level (spin up / spin down): -2.441 / -4.558 eV
2S+1: 5
Net charge: -1
<S²>: 6.04
LUMO energy (spin up / spin down): 2.5 / 1.8 eV

=====

The calculation returns the following E values, one per record and in order: -73760.2874 -71283.1270 eV.
The calculation returns the following max |F| values, one per record and in order: 0.080 0.009 hartree/bohr.